Entry from the OMol25 dataset: C21H36BaN2S8 as an isolated structure (the ωB97M-V functional and the def2-TZVPD basis).

Multiplicity: 1
Net charge: +2
Highest occupied orbital energy (eV): -13.4
F_max (Eh/bohr): 0.156
Calculated total energy (a.u.): -4141.8406
Relative energy (zero: lowest compared OMol25 entry of this formula, charge and spin) (kJ/mol): 320.5

Geometry as XYZ:
```
68
Properties=species:S:1:pos:R:3:lowdin_charge:R:1
Ba 0.493 -0.142 -0.356 1.39
C 0.880 -0.804 3.931 -0.49
C -0.591 -1.166 3.835 -0.49
S -1.014 -2.028 2.261 0.81
C -2.839 -1.891 2.286 -0.52
C -3.398 -0.491 2.143 -0.50
S -3.139 0.144 0.434 0.79
C -3.464 1.942 0.627 -0.52
C -2.712 2.691 1.706 -0.49
S -0.881 2.761 1.485 0.82
C -0.393 2.421 3.236 -0.50
C 1.065 2.038 3.381 -0.50
S 1.538 0.403 2.719 0.79
H 1.490 -1.695 3.778 0.08
H 1.101 -0.405 4.921 0.09
H -1.221 -0.284 3.915 0.05
H -0.826 -1.856 4.646 0.10
H -3.186 -2.348 3.214 0.09
H -3.162 -2.509 1.447 0.08
H -2.930 0.199 2.840 0.05
H -4.474 -0.517 2.324 0.10
H -4.535 2.043 0.810 0.09
H -3.221 2.345 -0.359 0.02
H -2.917 2.288 2.696 0.07
H -3.055 3.726 1.684 0.09
H -1.043 1.639 3.621 0.05
H -0.560 3.344 3.794 0.10
H 1.357 2.053 4.432 0.09
H 1.695 2.743 2.834 0.08
C 3.023 -3.190 -3.352 -0.49
C 2.239 -3.724 -2.163 -0.48
S 1.351 -2.494 -1.211 0.70
C 2.604 -1.504 -0.361 -0.71
C 3.308 -0.418 -1.134 -0.50
S 2.243 0.590 -2.197 0.65
C 3.035 0.699 -3.806 -0.47
C 3.394 -0.620 -4.477 -0.49
S 2.104 -1.907 -4.295 0.85
H 3.247 -4.012 -4.032 0.09
H 3.966 -2.751 -3.025 0.07
H 2.907 -4.255 -1.475 0.10
H 1.454 -4.410 -2.492 0.09
H 3.348 -2.186 0.054 0.12
H 2.109 -1.055 0.478 -0.12
H 4.088 -0.828 -1.776 0.09
H 3.810 0.238 -0.414 0.10
H 3.926 1.327 -3.707 0.10
H 2.293 1.240 -4.400 0.06
H 4.328 -1.031 -4.090 0.07
H 3.521 -0.432 -5.544 0.08
N -2.395 -0.026 -3.366 0.11
C -1.575 1.033 -3.511 -0.80
S -1.210 1.956 -2.134 0.59
N -1.120 1.295 -4.736 0.09
C -0.167 2.236 -5.187 -0.26
C 0.045 3.463 -4.573 -0.05
C 0.992 4.332 -5.092 -0.05
C 1.717 3.997 -6.222 -0.07
C 1.498 2.777 -6.840 -0.07
C 0.561 1.898 -6.327 -0.04
H -2.857 -0.134 -2.471 0.06
H -2.813 -0.475 -4.168 0.12
H -1.414 0.661 -5.474 0.16
H -0.541 3.738 -3.713 0.05
H 1.147 5.287 -4.616 0.11
H 2.438 4.687 -6.629 0.11
H 2.051 2.516 -7.728 0.11
H 0.392 0.949 -6.817 0.12
```